[1]
Formula: C31H42Cl2N3O20
Source: OMol25
Level of theory: ωB97M-V/def2-TZVPD

The largest force on an atom comes out at 0.0119 Eh/bohr. As for the charge: +1. The total energy is -3795.7286 Ha. The calculation puts the gap between HOMO and LUMO at 6.72 eV.

Positions of all 98 atoms, in Å:
C: -3.103 -2.406 -1.640
N: -2.558 -3.772 -1.791
C: -1.240 -3.771 -2.343
O: -0.568 -4.946 -1.824
C: 0.266 -5.568 -2.665
O: 0.230 -6.727 -2.917
C: 1.364 -4.701 -3.220
C: 1.577 -4.627 -4.587
C: 2.605 -3.842 -5.057
N: 3.405 -3.168 -4.223
C: 4.538 -2.322 -4.799
N: 4.576 -2.391 -6.205
C: 5.618 -3.212 -6.842
C: 3.234 -3.236 -2.879
C: 4.138 -2.496 -1.978
Cl: 3.917 -0.787 -1.982
C: 5.009 -3.120 -1.179
C: 5.202 -4.612 -1.159
Cl: 5.987 -2.247 -0.093
C: 2.201 -3.992 -2.367
H: -2.924 -1.995 -0.654
H: -4.171 -2.432 -1.821
H: -2.658 -1.760 -2.395
H: -2.513 -4.216 -0.883
H: -1.290 -3.844 -3.435
H: -0.657 -2.874 -2.092
H: 0.958 -5.166 -5.286
H: 2.808 -3.746 -6.110
H: 4.339 -1.312 -4.461
H: 5.450 -2.663 -4.311
H: 4.503 -1.477 -6.617
H: 6.169 -2.622 -7.566
H: 6.302 -3.612 -6.097
H: 5.177 -4.054 -7.374
H: 5.832 -4.881 -0.319
H: 4.256 -5.129 -1.028
H: 5.700 -4.943 -2.068
H: 2.053 -4.039 -1.298
C: 3.506 0.712 2.462
C: 3.500 -0.675 1.851
O: 2.528 -1.363 2.645
C: 1.691 -0.438 3.183
O: 0.677 -0.696 3.742
O: 2.171 0.807 2.981
H: 3.704 1.510 1.757
H: 4.212 0.791 3.290
H: 3.160 -0.672 0.813
H: 4.466 -1.167 1.912
C: -2.908 1.994 1.681
C: -3.300 0.532 1.714
O: -2.983 0.111 0.372
C: -2.041 0.926 -0.122
O: -1.436 0.739 -1.136
O: -1.862 1.994 0.681
H: -2.525 2.373 2.622
H: -3.721 2.631 1.342
H: -2.703 -0.055 2.413
H: -4.353 0.377 1.916
C: -7.600 -4.691 -0.627
C: -8.445 -3.514 -1.079
O: -7.798 -2.414 -0.429
C: -6.519 -2.759 -0.169
O: -5.676 -2.014 0.210
O: -6.325 -4.076 -0.406
H: -7.510 -5.478 -1.370
H: -7.949 -5.118 0.314
H: -8.399 -3.358 -2.158
H: -9.483 -3.573 -0.766
C: -0.183 5.271 1.229
C: -1.103 5.512 0.048
O: -2.277 6.038 0.686
C: -1.917 6.570 1.871
O: -2.628 7.230 2.561
O: -0.643 6.253 2.171
H: 0.868 5.432 1.009
H: -0.316 4.282 1.661
H: -0.714 6.268 -0.637
H: -1.346 4.608 -0.500
C: 4.125 6.216 4.055
C: 5.515 5.638 4.248
O: 5.394 4.356 3.614
C: 4.387 4.416 2.721
O: 4.142 3.563 1.924
O: 3.694 5.559 2.854
H: 4.111 7.293 3.915
H: 3.443 5.946 4.862
H: 6.283 6.211 3.727
H: 5.799 5.513 5.288
C: -4.632 5.572 4.215
C: -4.945 5.029 5.595
O: -5.450 3.717 5.296
C: -4.966 3.336 4.103
O: -5.077 2.242 3.641
O: -4.351 4.367 3.482
H: -3.782 6.244 4.178
H: -5.493 6.064 3.760
H: -4.056 4.922 6.217
H: -5.694 5.603 6.132

[2]
Formula: C4H11NO2
Source: OMol25
Level of theory: ωB97M-V/def2-TZVPD

The structure (SMILES) is C[C@@H](O)[C@H](N)CO. The largest force on an atom comes out at 0.0629 Eh/bohr. As for the energy relative to the best compared isomer or geometry (same formula, charge and spin): 1.853 eV. The total energy is -364.2001 Ha. The calculation puts the gap between HOMO and LUMO at 10.00 eV.

Positions of all 18 atoms, in Å:
C: 0.795 -0.652 1.541
O: 1.625 -1.584 0.798
C: -0.331 -0.183 0.607
C: 0.015 -0.167 -0.892
C: -1.235 0.335 -1.685
O: 1.173 0.662 -1.006
N: -0.952 1.131 1.035
H: 0.520 -1.093 2.486
H: 1.490 0.195 1.705
H: -1.170 -0.894 0.673
H: 0.037 -1.216 -1.178
H: -0.934 1.042 -2.465
H: -1.792 -0.498 -2.112
H: -1.820 0.927 -0.998
H: 1.616 0.359 -1.795
H: -0.220 1.798 0.827
H: -1.204 0.957 1.997
H: 2.388 -1.120 0.463

[3]
Formula: C32H49As3N4O2ReSSi
Source: OMol25
Level of theory: ωB97M-V/def2-TZVPD

The largest force on an atom comes out at 0.0568 Eh/bohr. As for the energy relative to the best compared isomer or geometry (same formula, charge and spin): 0.000 eV. As for the charge: +2. The total energy is -9091.0333 Ha. As for the spin multiplicity: 4. The calculation puts the gap between HOMO and LUMO (alpha / beta) at 6.39 / 4.91 eV.

Positions of all 93 atoms, in Å:
Re: 13.097 9.151 15.202
O: 16.976 9.070 11.278
C: 17.767 8.254 12.007
C: 18.773 7.505 11.387
C: 19.472 6.580 12.183
C: 19.253 6.427 13.531
C: 18.217 7.115 14.146
C: 17.478 8.069 13.390
C: 16.307 8.668 14.013
O: 15.465 9.344 13.317
N: 16.260 8.585 15.383
N: 15.205 9.150 15.902
C: 15.306 9.624 17.101
C: 14.231 10.346 17.664
C: 14.253 10.942 18.934
C: 13.171 11.662 19.435
C: 11.975 11.623 18.732
C: 11.970 10.993 17.542
N: 13.039 10.405 16.963
H: 16.226 9.217 11.854
H: 19.024 7.599 10.330
H: 20.274 6.044 11.739
H: 19.821 5.773 14.157
H: 17.945 6.922 15.163
H: 16.283 9.523 17.646
H: 15.134 10.889 19.524
H: 13.300 12.163 20.413
H: 11.151 12.203 19.109
H: 11.085 11.008 16.875
C: 11.431 12.211 14.147
As: 12.720 10.897 13.395
C: 14.345 11.929 12.836
C: 11.678 10.251 11.867
C: 12.071 9.027 11.005
C: 11.004 9.035 9.895
C: 11.887 7.758 11.827
As: 13.043 7.297 13.320
C: 14.577 6.444 12.635
C: 12.215 5.719 13.964
C: 13.479 9.277 10.399
As: 14.347 7.865 9.314
C: 15.764 9.014 8.557
C: 13.172 7.726 7.734
H: 11.081 12.922 13.357
H: 11.882 12.756 14.961
H: 10.624 11.595 14.535
H: 13.964 12.932 12.461
H: 14.852 11.355 12.012
H: 14.887 12.171 13.745
H: 11.625 11.119 11.238
H: 10.641 10.138 12.182
H: 9.974 8.919 10.357
H: 11.219 8.242 9.202
H: 11.016 9.972 9.415
H: 12.014 6.878 11.180
H: 10.857 7.716 12.228
H: 14.263 5.665 11.906
H: 15.176 5.940 13.405
H: 15.276 7.126 12.175
H: 11.941 5.110 13.119
H: 11.255 5.908 14.498
H: 12.855 5.168 14.670
H: 14.232 9.483 11.204
H: 13.383 10.173 9.805
H: 16.760 8.641 8.784
H: 15.792 10.016 8.868
H: 15.632 8.958 7.440
H: 12.327 7.005 7.914
H: 13.805 7.246 6.972
H: 12.733 8.659 7.455
C: 8.819 6.678 19.774
Si: 8.963 6.817 17.913
C: 8.110 5.530 16.983
C: 8.204 8.463 17.537
C: 10.826 6.709 17.579
C: 11.639 5.822 18.266
C: 13.006 5.745 18.107
C: 13.653 6.714 17.306
N: 12.880 7.521 16.586
C: 11.541 7.486 16.675
S: 10.850 8.646 15.524
H: 7.747 6.577 19.933
H: 9.116 7.469 20.433
H: 9.263 5.773 20.181
H: 7.058 5.748 17.188
H: 8.294 4.475 17.240
H: 8.202 5.636 15.867
H: 7.247 8.536 18.088
H: 8.022 8.693 16.503
H: 8.781 9.194 18.010
H: 11.200 5.141 18.966
H: 13.632 5.012 18.599
H: 14.756 6.636 17.123